Record 1
# C38H46BrN6O9

4 unconnected molecules or ions with the total composition C38H46BrN6O9 (ωB97M-V/def2-TZVPD, the OMol25 dataset).

Summary:
E   -5054.69363 Eh
Total charge   +1
Multiplicity   1
Largest force on an atom   4.27 eV/Å

```
100
C38H46BrN6O9 (ωB97M-V/def2-TZVPD)
O -4.6919 1.4783 -0.5888
C -4.9732 2.0525 -1.6147
O -4.6211 3.3475 -1.9466
C -4.8456 4.2917 -0.8661
C -3.5301 5.1896 -0.7579
C -2.9650 5.3166 0.7105
C -1.9239 4.1880 1.1140
N -0.9815 3.8856 0.0166
C -0.2631 4.9227 -0.6172
C 0.5261 4.2579 -1.6587
Br 1.7075 5.1066 -2.9356
N 0.1844 2.9053 -1.5088
C 0.7295 1.8109 -2.3794
C -0.4722 1.3796 -3.3549
C -0.7279 -0.1793 -3.3903
C -2.2185 -0.4899 -3.8344
O -2.4713 -1.9123 -3.7106
C -0.7186 2.6283 -0.4825
C -1.2513 1.2366 -0.0578
C -1.0757 0.9708 1.5147
C 0.2685 0.1739 1.8197
C 0.4755 -0.0928 3.3766
N 0.3576 -1.5119 3.7239
C 1.2644 -2.5686 3.6376
C 0.7039 -3.8460 4.0882
C -0.7098 -3.5056 4.5416
C -0.8168 -2.0706 4.2554
H -5.5319 1.4634 -2.4063
H -5.6983 4.9671 -1.1773
H -5.1419 3.8270 0.1095
H -3.8359 6.2262 -1.0878
H -2.7970 4.8103 -1.5158
H -2.3914 6.2967 0.7463
H -3.7844 5.4268 1.4744
H -1.3917 4.4869 2.0772
H -2.5243 3.2466 1.2960
H -0.3314 6.0134 -0.3759
H 1.1184 0.9457 -1.7813
H 1.5139 2.3028 -3.0157
H -0.3007 1.8300 -4.3788
H -1.4345 1.8587 -2.9889
H -0.5974 -0.6729 -2.3865
H -0.0189 -0.6356 -4.1461
H -2.9663 0.0464 -3.1792
H -2.4264 -0.1680 -4.8990
H -3.3700 -2.0292 -3.3521
H -2.2902 1.0226 -0.4220
H -0.5791 0.4754 -0.5559
H -1.9262 0.3460 1.9196
H -0.9814 1.9460 2.0676
H 0.3276 -0.8023 1.2584
H 1.1754 0.7759 1.4945
H 1.4934 0.2502 3.7329
H -0.2685 0.4693 4.0050
H 2.3139 -2.4974 3.2680
H 1.1702 -4.8539 4.1128
H -1.4861 -4.1788 4.9803
H -1.7639 -1.5112 4.4811
C -1.5453 -3.7806 -5.9894
C -0.2266 -4.0893 -5.6764
C 0.4513 -5.0614 -6.3995
C -0.2003 -5.7150 -7.4373
C -1.5198 -5.4193 -7.7532
C -2.1924 -4.4478 -7.0237
N 0.5209 -6.7249 -8.2197
O 1.6714 -6.9722 -7.9025
O -0.0704 -7.2550 -9.1433
H -2.0695 -3.0151 -5.4238
H 0.2744 -3.5687 -4.8683
H 1.4782 -5.2941 -6.1473
H -2.0319 -5.9306 -8.5586
H -3.2214 -4.2071 -7.2636
C 5.2563 -8.9299 2.7635
C 5.8719 -7.8134 3.3169
C 5.4145 -6.5410 3.0037
C 4.3369 -6.3998 2.1384
C 3.7203 -7.5097 1.5749
C 4.1852 -8.7787 1.8908
N 3.8349 -5.0591 1.8247
O 4.4139 -4.1047 2.3233
O 2.8667 -4.9737 1.0867
H 5.6125 -9.9229 3.0145
H 6.7075 -7.9358 3.9956
H 5.9009 -5.6779 3.4401
H 2.8833 -7.4029 0.8965
H 3.7102 -9.6518 1.4595
C 2.2060 8.3186 4.6938
C 0.9770 8.0107 4.1215
C 0.4984 6.7088 4.1626
C 1.2574 5.7239 4.7836
C 2.4895 6.0214 5.3514
C 2.9629 7.3255 5.3038
N 0.7450 4.3520 4.8518
O -0.3352 4.1175 4.3252
O 1.4187 3.5234 5.4307
H 2.5748 9.3378 4.6652
H 0.3908 8.7881 3.6460
H -0.4603 6.4799 3.7143
H 3.0857 5.2558 5.8319
H 3.9212 7.5694 5.7460
```

Results of the Mulliken charge analysis, in e, for atoms 1 through 8:
1 O -0.477
2 C 0.125
3 O -0.316
4 C -0.658
5 C -0.429
6 C -0.959
7 C -0.448
8 N 0.474

Record 2
# C38H46Cl2N4O3P3Pb

A molecular structure, C38H46Cl2N4O3P3Pb (ωB97M-V/def2-TZVPD, the OMol25 dataset).

Summary:
E   -4057.66074 Eh
Energy relative to the best compared isomer or geometry (same formula, charge and spin)   0.0 kJ/mol
Total charge   +1
Multiplicity   1
Largest force on an atom   0.72 eV/Å

```
97
C38H46Cl2N4O3P3Pb (ωB97M-V/def2-TZVPD)
Pb 0.4248 0.8966 -0.4369
N -2.4273 0.6310 -2.3292
P -1.5428 -0.7257 -1.7772
C -1.7614 -1.9471 -3.0806
C -0.6535 -2.4042 -3.7877
C -0.8315 -3.2900 -4.8430
C -2.1089 -3.7078 -5.1876
C -3.2177 -3.2546 -4.4760
C -3.0470 -2.3776 -3.4178
C -2.4731 -1.3632 -0.3566
C -3.3467 -0.5527 0.3630
C -3.9390 -1.0347 1.5267
C -3.6579 -2.3172 1.9731
C -2.7797 -3.1289 1.2614
C -2.1797 -2.6519 0.1062
P -1.6527 2.1572 -2.2745
C -3.0459 3.2906 -2.5008
C -3.5747 3.9472 -1.3925
C -4.6849 4.7680 -1.5349
C -5.2653 4.9338 -2.7847
C -4.7368 4.2859 -3.8957
C -3.6249 3.4687 -3.7579
C -0.7357 2.2888 -3.8364
C -0.7127 1.2734 -4.7886
C 0.0756 1.4044 -5.9275
C 0.8437 2.5438 -6.1135
C 0.8317 3.5575 -5.1612
C 0.0536 3.4265 -4.0224
H -3.1382 0.4777 -3.0349
H 0.3415 -2.0632 -3.5168
H 0.0275 -3.6524 -5.3955
H -2.2453 -4.3960 -6.0123
H -4.2116 -3.5956 -4.7418
H -3.9053 -2.0465 -2.8415
H -3.5852 0.4406 -0.0007
H -4.6312 -0.4087 2.0776
H -4.1269 -2.6894 2.8758
H -2.5673 -4.1351 1.6050
H -1.5017 -3.2895 -0.4559
H -3.1157 3.8199 -0.4174
H -5.0938 5.2822 -0.6737
H -6.1282 5.5781 -2.8969
H -5.1861 4.4268 -4.8711
H -3.1973 2.9842 -4.6283
H -1.3008 0.3723 -4.6477
H 0.0892 0.6127 -6.6679
H 1.4642 2.6391 -6.9970
H 1.4402 4.4424 -5.3016
H 0.0597 4.2122 -3.2707
O 0.5414 0.0791 1.9182
P 1.5623 -0.1737 2.9941
N 2.9856 -0.8583 2.5200
C 2.9176 -2.1342 1.7689
C 4.3849 -2.4403 1.4249
C 5.1362 -1.0977 1.6048
C 4.0436 -0.0614 1.8637
N 0.8786 -1.1870 4.1041
C 1.6984 -1.9685 5.0680
C 0.9637 -3.3165 5.2231
C 0.0002 -3.3840 4.0327
C -0.3759 -1.9251 3.8203
N 2.0494 1.2488 3.6588
C 2.9735 1.2633 4.8148
C 2.0873 1.6662 5.9897
C 1.1451 2.7074 5.3692
C 1.0209 2.3048 3.8811
H 2.3315 -2.0124 0.8523
H 2.4504 -2.9129 2.3727
H 4.4655 -2.8202 0.4073
H 4.7856 -3.1979 2.0966
H 5.7317 -0.8334 0.7320
H 5.8040 -1.1471 2.4646
H 3.6870 0.3703 0.9187
H 4.3743 0.7513 2.5021
H 1.7712 -1.4570 6.0274
H 2.7071 -2.0985 4.6797
H 0.3960 -3.3254 6.1541
H 1.6614 -4.1519 5.2536
H -0.8703 -4.0088 4.2385
H 0.4976 -3.7809 3.1451
H -1.1438 -1.6322 4.5427
H -0.7425 -1.6894 2.8272
H 3.7480 2.0170 4.6477
H 3.4654 0.2982 4.9396
H 2.6601 2.0607 6.8288
H 1.5192 0.8004 6.3359
H 1.5779 3.7048 5.4526
H 0.1739 2.7276 5.8621
H 1.2227 3.1549 3.2303
H 0.0300 1.9289 3.6342
Cl 3.4297 0.1948 -4.5430
C 3.9452 0.5005 -2.8686
Cl 5.0152 -0.7793 -2.2824
C 2.6892 0.6423 -2.0021
O 2.0758 -0.3977 -1.6353
O 2.3154 1.8134 -1.7393
H 4.4955 1.4275 -2.8652
```

Results of the Mulliken charge analysis, in e, for atoms 1 through 8:
1 Pb 1.353
2 N -0.176
3 P 0.660
4 C -0.043
5 C -0.072
6 C -0.626
7 C -0.474
8 C -0.736

> What is the formula in the second record?

C38H46Cl2N4O3P3Pb

> Among the records above, which one has the lowest E?

C38H46BrN6O9